Record 1
Entry from OMol25: a single C5H12N2O molecule in a non-equilibrium geometry (ωB97M-V/def2-TZVPD).

```
20
Properties=species:S:1:pos:R:3
C 0.002 0.136 -1.280
N -0.657 -1.154 -1.414
C -0.195 -2.236 -0.740
O 0.740 -2.178 0.031
C -0.339 0.848 0.048
C 0.824 0.877 1.056
C 0.332 1.063 2.488
N -0.788 2.254 -0.306
H 1.080 0.004 -1.363
H -0.383 0.784 -2.060
H -1.304 -1.307 -2.174
H -0.797 -3.133 -0.951
H -1.236 0.443 0.513
H 1.384 1.789 0.817
H 1.469 0.017 0.910
H 1.148 1.405 3.122
H -0.129 0.147 2.860
H -0.400 1.861 2.537
H -0.041 2.909 -0.101
H -1.546 2.518 0.312
```

The largest force on an atom comes out at 1.44 eV/Å. The calculation puts the total energy at -382.4644 Eh. The calculation puts the lowest unoccupied orbital energy at 0.96 eV. For the gap between HOMO and LUMO, the calculation gives 10.335 eV. The total charge is 0. The SMILES is CC[C@@H](N)CNC=O.

For reference, the Mulliken charges in units of e are:
1. C -1.15
2. N -0.11
3. C -0.04
4. O -0.53
5. C 0.17
6. C -0.35
7. C -1.31
8. N -0.68
9. H 0.28
10. H 0.53
11. H 0.23
12. H 0.35
13. H 0.39
14. H 0.30
15. H 0.37
16. H 0.38
17. H 0.32
18. H 0.30
19. H 0.26
20. H 0.29

Record 2
Entry from OMol25: a single C11H20N2 molecule in a non-equilibrium geometry (ωB97M-V/def2-TZVPD).

```
33
Properties=species:S:1:pos:R:3
C -1.518 0.853 2.036
C -2.250 -0.447 1.816
C -0.676 -0.382 1.830
C -3.020 -0.889 0.609
C 0.016 -0.734 0.589
C 3.001 2.567 0.240
C 0.144 -0.242 -1.941
C -1.285 -3.466 -1.174
C 2.288 1.182 -0.046
C 0.807 1.489 -0.138
C -0.128 0.301 -0.495
N -2.772 -1.901 -0.104
N -1.600 -2.542 -0.041
H -1.627 1.524 1.294
H -1.536 1.309 3.069
H -2.809 -0.939 2.658
H -0.193 -0.822 2.815
H -3.996 -0.319 0.559
H 3.097 2.566 1.247
H 4.000 2.506 -0.126
H 2.479 3.386 -0.218
H 0.813 0.454 -2.395
H 0.599 -1.227 -1.730
H -0.713 -0.246 -2.429
H -2.245 -3.569 -1.637
H -0.736 -2.992 -1.860
H -0.879 -4.389 -0.603
H 2.492 0.791 -1.128
H 2.309 0.402 0.674
H 0.630 2.010 0.882
H 0.497 2.102 -1.045
H -1.293 0.622 -0.461
H -0.659 -2.129 0.247
```

The largest force on an atom comes out at 5.79 eV/Å. The calculation puts the total energy at -540.3426 Eh. The calculation puts the lowest unoccupied orbital energy at -0.03 eV. For the gap between HOMO and LUMO, the calculation gives 7.833 eV. The total charge is 0.

For reference, the Mulliken charges in units of e are:
1. C -0.86
2. C 0.23
3. C -0.06
4. C -0.58
5. C -1.10
6. C -1.43
7. C -1.94
8. C -0.97
9. C -0.26
10. C -1.33
11. C 1.52
12. N -0.42
13. N -0.03
14. H 0.38
15. H 0.27
16. H 0.40
17. H 0.31
18. H 0.27
19. H 0.40
20. H 0.43
21. H 0.36
22. H 0.57
23. H 0.26
24. H 0.40
25. H 0.40
26. H 0.31
27. H 0.30
28. H 0.21
29. H 0.51
30. H 0.30
31. H 0.38
32. H 0.22
33. H 0.55

Record 3
Entry from OMol25: a single C6H11N3O2S3 molecule in a non-equilibrium geometry (ωB97M-V/def2-TZVPD).

```
25
Properties=species:S:1:pos:R:3
C 1.121 -1.519 0.544
C -0.144 -2.078 0.704
C -0.138 0.071 -0.346
C -0.813 1.393 -2.392
C 0.519 2.452 -0.568
C -0.528 1.431 -0.900
N 1.065 -0.274 -0.018
N 0.859 -3.786 2.370
N -2.052 -3.470 2.129
O -0.630 -4.661 0.330
O -1.634 1.768 -0.200
S -1.402 -0.977 0.245
S 1.249 -5.325 2.899
S -0.487 -3.663 1.370
H 2.045 -1.869 0.893
H -0.043 1.031 -3.026
H -1.751 1.153 -2.663
H -0.678 2.518 -2.611
H 0.648 2.239 0.503
H 0.225 3.422 -0.814
H 1.575 2.170 -0.962
H -2.034 -3.331 3.141
H -2.449 -4.361 1.843
H -1.628 2.738 -0.400
H 1.708 -5.641 1.760
```

The largest force on an atom comes out at 5.33 eV/Å. The calculation puts the total energy at -1744.3971 Eh. The calculation puts the lowest unoccupied orbital energy at 0.16 eV. For the gap between HOMO and LUMO, the calculation gives 8.404 eV. The total charge is 0. The SMILES is CC(C)(O)c1ncc([S@@](N)(=O)=NS)s1.

For reference, the Mulliken charges in units of e are:
1. C -0.55
2. C 0.10
3. C -0.22
4. C -1.51
5. C -1.62
6. C 1.48
7. N -0.39
8. N -0.49
9. N -0.61
10. O -0.61
11. O -0.57
12. S -0.05
13. S -0.17
14. S 1.12
15. H 0.54
16. H 0.39
17. H 0.44
18. H 0.32
19. H 0.45
20. H 0.56
21. H 0.29
22. H 0.28
23. H 0.31
24. H 0.41
25. H 0.11

Record 4
Entry from OMol25: a molecular structure, CH6N3OS in a non-equilibrium geometry (ωB97M-V/def2-TZVPD).

```
12
Properties=species:S:1:pos:R:3
C 0.650 -0.007 -0.188
N 1.813 0.728 -0.096
N 0.735 -1.354 0.025
N -0.413 0.677 -0.428
O -1.923 -0.226 -0.491
S -3.271 0.256 0.085
H 2.561 0.129 0.257
H 2.202 1.531 -0.541
H 1.373 -1.574 0.760
H -0.215 -1.672 0.110
H -0.519 1.470 -1.040
H -2.991 0.043 1.547
```

The largest force on an atom comes out at 4.03 eV/Å. The calculation puts the total energy at -679.0252 Eh. The calculation puts the lowest unoccupied orbital energy (alpha / beta) at -5.63 / -5.63 eV. For the gap between HOMO and LUMO (alpha / beta), the calculation gives 8.322 / 8.323 eV. The total charge is +1.

For reference, the Mulliken charges in units of e are:
1. C 0.50
2. N -0.38
3. N -0.40
4. N -0.11
5. O -0.31
6. S 0.17
7. H 0.18
8. H 0.24
9. H 0.27
10. H 0.32
11. H 0.31
12. H 0.21

Record 5
Entry from OMol25: 2 unconnected molecules or ions with the total composition C6H11NO in a non-equilibrium geometry (ωB97M-V/def2-TZVPD).

```
19
Properties=species:S:1:pos:R:3
C 0.725 -0.875 1.755
C 0.258 -2.065 1.380
C 1.486 1.860 -0.966
C -0.409 0.472 -0.661
C -0.941 -0.878 -0.947
C -1.167 1.425 -0.103
O 0.838 0.632 -1.195
N -2.162 -1.148 -0.727
H -2.426 -2.104 -0.953
H 0.120 -0.192 2.325
H 1.740 -0.573 1.553
H 0.895 -2.790 0.893
H -0.715 -2.410 1.689
H -0.260 -1.463 -1.577
H 0.959 2.685 -1.459
H 1.567 2.077 0.104
H 2.482 1.761 -1.393
H -0.818 2.418 0.111
H -2.172 1.167 0.171
```

The largest force on an atom comes out at 1.47 eV/Å. The calculation puts the total energy at -365.1159 Eh. The calculation puts the lowest unoccupied orbital energy at 0.90 eV. For the gap between HOMO and LUMO, the calculation gives 9.724 eV. The total charge is 0. The SMILES is [H]/N=C/C(=C)OC.C=C.

For reference, the Mulliken charges in units of e are:
1. C -0.41
2. C -0.56
3. C -0.85
4. C 0.71
5. C -0.24
6. C -1.03
7. O -0.31
8. N -0.61
9. H 0.26
10. H 0.23
11. H 0.22
12. H 0.26
13. H 0.27
14. H 0.43
15. H 0.36
16. H 0.35
17. H 0.23
18. H 0.32
19. H 0.37

Record 6
Entry from OMol25: a molecular structure, C19H18F5N2O7RhSi2 in a non-equilibrium geometry (ωB97M-V/def2-TZVPD).

```
54
Properties=species:S:1:pos:R:3
Rh 0.242 -0.254 0.079
O 4.213 0.515 -1.155
C 3.062 0.722 -0.776
O 2.273 -0.251 -0.514
C 2.609 2.154 -0.624
C 3.579 3.129 -0.498
C 3.249 4.478 -0.349
C 1.903 4.855 -0.318
C 0.904 3.895 -0.482
C 1.223 2.501 -0.651
O 0.285 1.664 -0.853
N -0.434 4.296 -0.499
O -1.337 3.511 -0.862
O -0.700 5.473 -0.155
N 4.265 5.434 -0.255
O 5.458 5.061 -0.292
O 3.956 6.642 -0.150
H 4.620 2.844 -0.525
H 1.622 5.888 -0.191
C -2.794 0.589 -1.944
Si -2.087 -0.244 -0.353
C -3.026 0.564 1.137
C -2.620 -2.109 -0.378
C -3.954 -2.492 -0.370
C -4.315 -3.828 -0.323
C -3.329 -4.805 -0.312
C -1.998 -4.431 -0.352
C -1.630 -3.095 -0.372
Si 0.228 -2.571 -0.346
C 1.006 -3.309 -1.965
C 1.048 -3.574 1.100
H -3.881 0.570 -1.919
H -2.469 0.109 -2.862
H -2.468 1.623 -1.966
H -4.101 0.508 0.986
H -2.747 1.609 1.214
H -2.791 0.081 2.080
H -4.729 -1.737 -0.398
H -5.359 -4.116 -0.296
H -3.602 -5.852 -0.275
H -1.229 -5.191 -0.367
H 0.957 -4.395 -1.949
H 2.047 -3.013 -2.032
H 0.501 -2.961 -2.861
H 0.954 -4.647 0.950
H 0.595 -3.330 2.056
H 2.100 -3.316 1.162
F -0.246 -0.945 2.955
C 0.403 0.114 2.298
F -0.217 1.232 2.827
C 1.827 0.110 2.842
F 2.514 1.191 2.472
F 1.906 0.064 4.203
F 2.517 -0.963 2.426
```

The largest force on an atom comes out at 3.28 eV/Å. The calculation puts the total energy at -2559.8503 Eh. The calculation puts the lowest unoccupied orbital energy (alpha / beta) at 4.04 / 4.04 eV. For the gap between HOMO and LUMO (alpha / beta), the calculation gives 6.342 / 6.343 eV. The total charge is -2.

For reference, the Mulliken charges in units of e are:
1. Rh 0.78
2. O -0.78
3. C 0.01
4. O -0.50
5. C 0.54
6. C -0.45
7. C -0.46
8. C -0.34
9. C -0.39
10. C 0.90
11. O -1.05
12. N 0.87
13. O -0.53
14. O -0.70
15. N 1.00
16. O -0.66
17. O -0.67
18. H 0.58
19. H 0.61
20. C -1.14
21. Si 0.92
22. C -1.47
23. C 0.18
24. C -0.45
25. C -0.64
26. C -0.63
27. C -0.47
28. C 0.23
29. Si 0.88
30. C -1.27
31. C -1.37
32. H 0.33
33. H 0.34
34. H 0.24
35. H 0.43
36. H 0.29
37. H 0.31
38. H 0.28
39. H 0.35
40. H 0.36
41. H 0.26
42. H 0.35
43. H 0.31
44. H 0.33
45. H 0.47
46. H 0.25
47. H 0.28
48. F -0.32
49. C 0.31
50. F -0.30
51. C 0.39
52. F -0.24
53. F -0.32
54. F -0.23